97
Properties=species:S:1:pos:R:3 method="wB97M-V/def2-TZVPD" e_lumo_ev=-0.83 relative_energy_kj_mol=221.1 e_homo_ev=-5.89 homo_lumo_gap_ha=0.18607 multiplicity=1
Rh 0.14 -0.69 0.29
C 3.92 -2.07 2.65
C 2.52 -1.64 2.27
S 2.36 -0.59 0.88
C 1.46 -2.00 2.93
C 1.54 -2.98 4.10
S -0.13 -1.37 2.55
H 4.67 -1.50 2.09
H 4.08 -3.13 2.42
H 4.11 -1.93 3.72
H 2.07 -3.90 3.80
H 0.54 -3.26 4.43
H 2.08 -2.55 4.95
N -1.70 -0.27 -1.00
C -1.41 0.60 -2.16
C -2.66 0.60 -3.09
C -2.75 1.37 -4.43
C -2.54 2.90 -4.39
N -1.12 3.22 -4.39
C -0.57 4.32 -4.80
N -1.29 5.41 -5.15
N 0.78 4.38 -4.86
C -0.03 0.18 -2.66
O 0.44 0.69 -3.74
O 0.59 -0.55 -1.89
H -1.88 -1.23 -1.28
H -2.52 0.08 -0.53
H -1.25 1.62 -1.79
H -3.48 0.99 -2.48
H -2.88 -0.44 -3.30
H -3.76 1.21 -4.81
H -2.06 0.94 -5.17
H -3.01 3.31 -3.49
H -3.03 3.36 -5.25
H -0.45 2.36 -4.21
H -2.28 5.42 -4.98
H -0.85 6.27 -5.40
H 1.30 3.53 -4.72
H 1.26 5.20 -5.18
C 0.59 3.52 1.33
C 0.79 2.30 0.74
N -0.08 1.31 0.86
C -1.20 1.53 1.56
C -1.52 2.74 2.17
C -0.57 3.74 2.05
C -2.74 3.05 2.97
C -3.88 2.51 3.36
C -4.69 1.25 3.19
C -5.81 1.15 3.99
C -6.59 0.00 3.91
N -6.30 -1.00 3.09
C -5.21 -0.81 2.35
N -4.41 0.27 2.35
H 1.34 4.30 1.23
H 1.69 2.08 0.17
H -1.88 0.72 1.65
H -0.74 4.69 2.55
H -2.65 4.05 3.40
H -4.41 3.19 4.02
H -6.07 1.95 4.67
H -7.48 -0.12 4.52
H -4.94 -1.62 1.68
F 1.63 -5.31 -4.37
C 0.54 -4.57 -4.59
C 0.03 -3.75 -3.59
C -1.08 -3.01 -3.94
F -1.72 -2.23 -3.04
C -1.62 -3.03 -5.20
F -2.68 -2.26 -5.50
C -1.08 -3.84 -6.16
F -1.59 -3.87 -7.38
C 0.00 -4.63 -5.85
F 0.52 -5.43 -6.78
Ge 0.99 -3.62 -1.86
S 0.00 -2.98 -0.03
C 1.29 -5.56 -1.46
C 2.49 -6.24 -1.33
F 3.65 -5.71 -1.75
C 2.57 -7.51 -0.81
F 3.74 -8.14 -0.69
C 1.42 -8.16 -0.42
F 1.48 -9.38 0.10
C 0.20 -7.55 -0.58
F -0.92 -8.19 -0.24
C 0.15 -6.28 -1.10
F -1.06 -5.74 -1.27
C 2.72 -2.76 -2.24
C 3.00 -2.02 -3.38
F 2.16 -1.99 -4.42
C 4.15 -1.28 -3.49
F 4.39 -0.55 -4.59
C 5.06 -1.26 -2.46
F 6.17 -0.54 -2.57
C 4.82 -1.99 -1.32
F 5.70 -1.96 -0.32
C 3.66 -2.71 -1.22
F 3.46 -3.39 -0.09

---

84
Properties=species:S:1:pos:R:3 method="wB97M-V/def2-TZVPD" e_lumo_ev="2.21 / 1.49" charge=-1 e_homo_ev="-3.12 / -4.75" s_squared=3.791 homo_lumo_gap_ha="0.19584 / 0.22932" multiplicity=4
Mo -1.37 -0.02 -0.08
C -0.08 1.92 3.70
O -0.69 3.20 3.48
C -0.94 3.65 2.24
C -1.18 5.01 2.18
C -1.47 5.67 0.99
C -1.50 4.95 -0.17
C -1.28 3.57 -0.14
C -1.32 2.85 -1.38
N -1.18 1.60 -1.54
N -1.20 1.24 -2.90
C -1.19 -0.04 -2.98
O -1.13 -0.80 -1.93
C -1.20 -0.69 -4.31
C -0.86 -2.03 -4.41
C -0.86 -2.67 -5.65
C -1.20 -1.96 -6.79
C -1.55 -0.61 -6.69
C -1.55 0.02 -5.45
C -1.03 2.88 1.05
O -0.96 1.56 1.05
H 0.33 1.96 4.70
H -0.79 1.11 3.62
H 0.72 1.77 2.99
H -1.15 5.54 3.13
H -1.66 6.74 1.00
H -1.71 5.43 -1.12
H -1.47 3.42 -2.29
H -0.59 -2.57 -3.51
H -0.59 -3.71 -5.72
H -1.21 -2.45 -7.76
H -1.83 -0.06 -7.58
H -1.81 1.06 -5.35
S -0.28 -3.50 -1.02
C 0.84 -3.72 0.35
C 0.96 -5.00 0.89
C 1.82 -5.24 1.95
C 2.58 -4.20 2.45
C 2.47 -2.93 1.92
C 1.60 -2.66 0.87
As 1.29 -0.85 0.18
C 2.78 0.13 1.02
C 3.77 0.76 0.27
C 4.80 1.45 0.91
C 4.84 1.52 2.30
C 3.85 0.89 3.05
C 2.83 0.21 2.41
C 2.07 -1.02 -1.60
C 2.81 -2.12 -2.02
C 3.32 -2.18 -3.31
C 3.08 -1.13 -4.20
C 2.35 -0.02 -3.79
C 1.85 0.03 -2.49
H 0.34 -5.80 0.48
H 1.89 -6.24 2.37
H 3.27 -4.38 3.28
H 3.09 -2.14 2.32
H 3.77 0.71 -0.80
H 5.56 1.94 0.32
H 5.65 2.05 2.80
H 3.87 0.94 4.13
H 2.06 -0.26 3.00
H 2.99 -2.94 -1.33
H 3.89 -3.04 -3.62
H 3.46 -1.19 -5.21
H 2.15 0.79 -4.48
H 1.28 0.90 -2.17
S -5.64 -3.03 -0.53
Sb -3.95 -2.08 -1.66
S -1.84 -2.61 0.02
S -3.72 0.12 -0.64
Se -1.09 -1.81 3.03
N -1.94 -0.55 1.98
C -2.73 0.18 2.84
C -3.52 1.31 2.52
C -4.25 1.96 3.50
C -4.21 1.54 4.84
C -3.43 0.46 5.20
C -2.67 -0.22 4.22
N -1.82 -1.22 4.55
H -3.59 1.65 1.50
H -4.85 2.82 3.22
H -4.79 2.07 5.59
H -3.38 0.12 6.22

---

88
Properties=species:S:1:pos:R:3 method="wB97M-V/def2-TZVPD" e_lumo_ev=2.24 charge=-1 relative_energy_kj_mol=0.0 e_homo_ev=-4.74 homo_lumo_gap_ha=0.25629 multiplicity=1
Sc -0.45 0.13 0.21
Cl -1.75 1.03 3.42
C -1.91 -0.47 4.28
C -2.89 -0.55 5.26
C -3.08 -1.74 5.94
C -2.29 -2.84 5.63
C -1.32 -2.74 4.64
C -1.10 -1.55 3.96
P 0.13 -1.42 2.59
C 0.46 -3.17 2.19
C 1.33 -3.97 2.92
C 1.54 -5.29 2.56
C 0.88 -5.83 1.47
C 0.00 -5.04 0.74
C -0.21 -3.71 1.10
C 1.67 -0.89 3.45
C 1.62 -0.01 4.52
C 2.79 0.51 5.06
C 4.02 0.15 4.53
C 4.08 -0.74 3.47
C 2.91 -1.27 2.94
H -3.50 0.32 5.47
H -3.85 -1.81 6.70
H -2.44 -3.78 6.14
H -0.74 -3.62 4.40
H 1.86 -3.56 3.77
H 2.23 -5.90 3.13
H 1.05 -6.86 1.18
H -0.52 -5.45 -0.12
H -0.89 -3.11 0.51
H 0.67 0.29 4.95
H 2.74 1.20 5.89
H 4.93 0.56 4.94
H 5.03 -1.03 3.04
H 2.97 -1.97 2.12
S -2.62 -1.08 0.44
C -3.71 0.11 -0.30
C -4.91 -0.35 -0.84
C -5.83 0.52 -1.40
C -5.55 1.88 -1.45
C -4.36 2.35 -0.93
C -3.42 1.49 -0.35
S -1.93 2.18 0.30
H -5.12 -1.41 -0.80
H -6.76 0.13 -1.81
H -6.26 2.57 -1.90
H -4.14 3.41 -0.96
F -3.38 5.28 -3.42
C -2.22 4.76 -3.83
C -1.51 3.93 -3.06
N -0.30 3.41 -3.46
C 0.29 2.38 -2.62
C -0.44 1.04 -2.79
O -1.05 0.81 -3.81
O -0.33 0.26 -1.76
C 0.19 3.63 -4.72
O 1.22 3.13 -5.15
N -0.55 4.51 -5.47
C -1.76 5.13 -5.16
O -2.31 5.88 -5.93
H -1.85 3.62 -2.07
H 0.25 2.70 -1.58
H 1.34 2.25 -2.91
H -0.18 4.71 -6.39
N 1.22 0.12 -6.06
C 1.71 -0.33 -4.85
C 2.76 0.34 -4.21
C 3.19 -0.06 -2.96
C 2.58 -1.15 -2.33
C 1.58 -1.86 -2.99
C 1.17 -1.47 -4.24
S 2.88 -1.46 -0.64
O 2.52 -2.82 -0.36
O 4.21 -1.00 -0.32
N 1.81 -0.52 0.15
C 2.13 0.74 0.48
S 3.63 1.62 0.37
C 2.81 3.04 0.96
C 1.52 2.78 1.20
N 1.14 1.49 0.94
H 1.32 1.12 -6.16
H 0.25 -0.13 -6.19
H 3.20 1.21 -4.68
H 3.98 0.47 -2.45
H 1.11 -2.70 -2.49
H 0.36 -2.00 -4.73
H 3.34 3.97 1.10
H 0.78 3.47 1.57

---

77
Properties=species:S:1:pos:R:3 method="wB97M-V/def2-TZVPD" e_lumo_ev=-3.22 charge=+1 relative_energy_kj_mol=167.0 e_homo_ev=-10.21 homo_lumo_gap_ha=0.25680 multiplicity=1
Li -22.98 4.83 -3.83
S -21.76 10.69 -5.35
C -21.81 11.88 -6.57
C -23.06 11.96 -7.10
C -23.92 10.96 -6.57
C -23.37 10.19 -5.64
C -23.97 9.05 -4.91
C -23.30 7.79 -4.87
N -23.79 6.71 -4.29
C -25.04 6.81 -3.75
C -25.77 7.99 -3.71
C -27.05 7.97 -3.15
C -27.59 6.83 -2.67
C -26.77 5.67 -2.54
C -27.26 4.48 -2.02
C -26.45 3.38 -1.80
C -25.12 3.48 -2.26
N -24.63 4.57 -2.84
C -25.48 5.64 -3.04
C -27.00 2.12 -1.38
C -28.30 1.82 -0.98
C -28.46 0.43 -0.63
C -27.33 -0.28 -0.67
S -26.00 0.72 -1.08
C -25.20 9.15 -4.30
H -20.89 12.45 -6.77
H -23.30 12.56 -7.96
H -24.93 10.87 -6.85
H -22.34 7.76 -5.28
H -27.58 8.89 -3.30
H -28.64 6.70 -2.28
H -28.31 4.45 -1.75
H -24.47 2.66 -2.10
H -29.13 2.53 -0.95
H -29.44 -0.09 -0.49
H -27.20 -1.32 -0.42
H -25.73 10.06 -4.16
C -14.92 -2.36 -3.66
C -14.12 -1.34 -3.29
C -14.70 -0.15 -3.06
C -16.06 0.09 -3.23
C -16.87 -0.94 -3.60
C -16.27 -2.18 -3.87
As -16.63 1.98 -3.09
C -16.45 2.68 -4.89
C -16.66 4.07 -4.94
C -16.16 4.80 -6.07
C -15.53 4.08 -7.06
C -15.38 2.70 -7.06
C -15.85 2.01 -5.93
C -18.65 1.77 -3.05
C -19.31 1.30 -4.22
C -20.73 1.20 -4.08
C -21.41 1.63 -2.93
C -20.68 2.06 -1.86
C -19.29 2.09 -1.87
H -14.59 -3.42 -3.78
H -13.07 -1.48 -3.09
H -14.08 0.68 -2.74
H -17.95 -0.96 -3.52
H -16.88 -3.08 -4.04
H -17.03 4.60 -4.09
H -16.09 5.91 -6.07
H -15.07 4.61 -7.86
H -14.88 2.06 -7.79
H -15.67 0.96 -5.86
H -18.81 1.14 -5.16
H -21.26 0.85 -4.98
H -22.47 1.68 -2.89
H -21.15 2.37 -0.96
H -18.80 2.38 -0.94
C -20.36 5.39 -5.09
O -21.22 4.68 -4.16
H -19.81 6.12 -4.47
H -20.95 5.87 -5.83
H -19.72 4.61 -5.40
H -20.64 4.10 -3.60

---

89
Properties=species:S:1:pos:R:3 method="wB97M-V/def2-TZVPD" e_lumo_ev=1.90 charge=-1 relative_energy_kj_mol=46.7 e_homo_ev=-5.01 homo_lumo_gap_ha=0.25386 multiplicity=1
Na 1.59 0.91 1.06
Br 4.22 3.92 -5.38
C 3.25 3.26 -3.88
C 2.13 3.96 -3.41
C 1.42 3.51 -2.33
C 1.78 2.31 -1.64
O 1.15 1.90 -0.62
C 2.90 1.58 -2.18
C 3.26 0.26 -1.70
N 2.53 -0.43 -0.91
C 2.76 -1.79 -0.66
C 3.31 -2.65 -1.58
C 3.42 -4.04 -1.31
C 2.98 -4.55 -0.13
C 2.38 -3.70 0.83
C 1.88 -4.18 2.06
C 1.30 -3.32 2.94
C 1.21 -1.95 2.59
N 1.67 -1.45 1.46
C 2.27 -2.32 0.57
C 3.63 2.09 -3.28
H 1.82 4.87 -3.92
H 0.55 4.04 -1.96
H 4.20 -0.16 -2.09
H 3.62 -2.27 -2.55
H 3.85 -4.69 -2.06
H 3.05 -5.62 0.08
H 1.97 -5.24 2.29
H 0.90 -3.65 3.89
H 0.75 -1.25 3.28
H 4.48 1.53 -3.66
F 2.62 3.89 3.21
C 1.46 3.45 3.63
F 1.20 3.93 4.84
F 0.51 3.87 2.79
S 1.41 1.56 3.62
O 0.15 1.28 2.96
O 2.58 1.18 2.85
N 1.41 1.04 5.11
S 2.78 1.19 5.95
O 3.51 2.39 5.62
O 2.53 0.86 7.31
C 3.90 -0.20 5.37
F 4.48 -0.73 6.45
F 3.20 -1.16 4.76
F 4.84 0.25 4.57
C -2.13 -2.35 1.93
C -3.35 -1.52 1.58
C -4.58 -1.86 2.13
C -5.72 -1.10 1.87
C -5.62 0.02 1.06
C -4.39 0.36 0.50
C -3.25 -0.41 0.73
Sb -1.32 0.05 -0.19
C -1.64 -1.36 -1.81
C -2.59 -2.38 -1.66
C -2.71 -3.40 -2.59
C -1.88 -3.43 -3.70
C -0.94 -2.42 -3.87
C -0.81 -1.38 -2.94
C 0.20 -0.28 -3.21
C -2.01 1.94 -0.94
C -1.59 3.00 -0.12
C -1.89 4.32 -0.42
C -2.61 4.61 -1.57
C -3.05 3.57 -2.38
C -2.78 2.23 -2.09
C -3.37 1.17 -2.98
H -2.39 -3.18 2.58
H -1.39 -1.73 2.43
H -1.65 -2.76 1.03
H -4.66 -2.73 2.78
H -6.67 -1.38 2.30
H -6.49 0.63 0.85
H -4.32 1.24 -0.13
H -3.27 -2.37 -0.81
H -3.46 -4.18 -2.45
H -1.95 -4.23 -4.43
H -0.28 -2.43 -4.73
H 1.10 -0.68 -3.68
H 0.50 0.21 -2.28
H -0.21 0.48 -3.87
H -1.00 2.79 0.76
H -1.55 5.11 0.23
H -2.84 5.63 -1.83
H -3.64 3.80 -3.27
H -4.16 1.59 -3.61
H -3.80 0.35 -2.40
H -2.62 0.73 -3.64

---

Calculated total energy in eV, matching the order above: -188231.105, -230955.854, -149246.106, -128683.073, -174629.716